# 1
DFT (ωB97M-V/def2-TZVPD) results for a structure of composition C16H27Be2BrCl5FN4O7 in a non-equilibrium geometry.

## Properties
E_HOMO in Eh: -0.300
Lowest unoccupied orbital energy in hartree: -0.218

ORCA input file:
```
! wB97M-V def2-TZVPD RIJCOSX def2/J DEFGRID3
* xyz 0 1
N -1.873 4.871 2.118
C 5.770 -4.587 3.580
O 1.812 1.962 -4.614
H 5.373 -5.826 1.858
C -1.859 0.401 0.105
H 4.170 -3.857 4.843
H 5.765 -3.298 5.306
H 2.648 -0.516 4.766
H 3.927 -5.403 2.777
O -2.568 5.070 3.115
Cl -7.617 -3.743 -2.435
Be -6.473 0.362 -0.342
H 6.728 -4.234 3.193
Cl -10.204 -2.535 -2.807
N -1.190 1.432 -2.192
C -4.194 -0.358 -0.317
C 3.416 1.024 -6.097
N -4.934 -1.027 -0.907
H 3.996 0.935 -5.180
H -3.627 0.529 1.492
O -1.542 2.130 -6.492
H 2.315 1.132 0.041
H -0.588 1.938 -6.569
H -1.759 -0.686 0.000
H 4.698 -4.206 1.726
C 2.019 -0.305 3.897
O -0.657 4.732 2.220
H 3.497 0.194 2.739
C 5.123 -3.502 4.447
Cl 0.877 3.387 -1.285
Br -3.182 -0.841 2.833
H 3.284 0.032 -6.525
H -3.345 2.862 0.517
Cl -8.058 -0.978 -1.643
H 1.799 -1.241 3.370
C -3.382 0.662 0.350
H 0.888 1.804 1.780
Cl -7.987 -1.721 -4.454
O 1.312 1.799 -6.804
C -1.503 1.028 -1.177
C 0.376 1.526 0.850
H 0.213 2.507 0.311
O -2.413 4.807 0.993
C 4.887 -5.028 2.418
N 4.748 -1.281 3.135
Be 0.467 2.519 -3.003
F -1.568 1.663 2.176
C -3.843 2.058 -0.050
H -0.659 -0.062 1.845
H -4.929 2.133 0.221
H -3.805 2.259 -1.126
C 4.916 -2.257 3.713
O 2.667 0.608 3.029
H 1.085 0.144 4.233
H 5.983 -5.452 4.210
C -0.917 0.834 1.275
H 3.972 1.641 -6.802
H -1.726 2.054 -5.552
C 2.051 1.651 -5.838
H 1.521 -0.376 0.558
H 1.066 0.426 -0.958
C -8.472 -2.266 -2.855
C 1.363 0.597 0.086
*
```



# 2
DFT (ωB97M-V/def2-TZVPD) results for a structure of composition C5H7O4Zn in a non-equilibrium geometry.

## Properties
E_HOMO (alpha / beta) in Eh: -0.486 / -0.512
Lowest unoccupied orbital energy (alpha / beta) in hartree: -0.291 / -0.286

ORCA input file:
```
! wB97M-V def2-TZVPD RIJCOSX def2/J DEFGRID3
* xyz 1 1
O 2.988 -2.058 0.026
H -0.346 0.509 -2.203
O -2.967 -0.142 0.775
C -0.921 0.734 -0.057
H -1.508 1.651 -0.208
O 1.790 -0.022 0.171
H 0.701 1.752 -1.303
H -2.210 -0.652 -1.095
C 0.176 0.784 -1.277
C -1.871 -0.452 -0.063
C 0.920 -0.355 -0.758
H -1.361 -1.358 0.303
H -0.508 0.880 0.951
C 2.879 -1.040 0.622
Zn 2.339 1.176 1.610
O 3.406 -0.480 1.611
H -3.508 -0.927 0.895
*
```



# 3
DFT (ωB97M-V/def2-TZVPD) results for an isolated molecule of C3H2N4O in a non-equilibrium geometry.

## Properties
E_HOMO in Eh: -0.373
SMILES: O=c1cnnncn1
Lowest unoccupied orbital energy in hartree: -0.050

ORCA input file:
```
! wB97M-V def2-TZVPD RIJCOSX def2/J DEFGRID3
* xyz 0 1
N 1.062 -1.217 -0.135
C -0.907 0.261 1.184
N -0.955 0.848 0.048
N 0.291 -0.177 1.770
C -0.006 0.826 -0.961
N 1.238 -0.704 1.057
O 0.412 1.797 -1.522
H -1.837 0.092 1.711
C 0.414 -0.630 -1.113
H 0.290 -1.095 -2.038
*
```